Record 1
{"formula": "C33H40Cl2MnN8O2P", "method": "wB97M-V/def2-TZVPD", "multiplicity": 6, "charge": -1, "homo_lumo_gap_ev": [7.139, 7.355], "lumo_energy_ev": [2.662, 2.649], "species": ["N", "P", "Mn", "Cl", "H", "C", "C", "H", "N", "C", "H", "C", "H", "C", "N", "H", "N", "C", "H", "C", "H", "H", "C", "C", "C", "C", "H", "C", "C", "O", "Cl", "C", "H", "C", "N", "C", "C", "C", "H", "H", "C", "H", "H", "C", "H", "H", "H", "C", "H", "H", "H", "C", "H", "H", "H", "H", "N", "H", "C", "C", "H", "H", "C", "C", "H", "H", "C", "H", "H", "H", "H", "N", "C", "C", "C", "H", "C", "O", "C", "H", "C", "H", "H", "H", "H", "N", "H"], "coordinates": [[0.34886, -2.13576, 2.09629], [0.08887, 1.01276, -1.48559], [-0.16612, -1.86715, 0.06368], [-1.51882, -1.29398, 6.83464], [-2.45568, 0.22488, 0.30326], [-3.16874, -1.92641, 3.14311], [2.85284, -1.93515, 4.42376], [-1.00858, -0.22624, -5.89140], [-1.33200, -3.44295, -1.27692], [0.10110, 2.02253, 0.97063], [2.75841, 2.99216, -2.46585], [1.62894, -1.89057, 2.26431], [3.11787, -0.24491, 0.05387], [-0.86306, 2.41892, 2.11204], [-2.04207, -2.33949, 1.06562], [4.09327, 3.46421, -0.54610], [1.87774, 0.15586, 3.60689], [-0.66564, -1.75488, 4.41217], [-1.20820, 3.40144, 1.88452], [-3.54940, -4.24528, -1.67243], [0.56220, 0.03695, -4.99671], [-0.04163, -3.24695, -2.87737], [-1.97478, 2.23010, -0.30722], [-3.04183, -1.60524, 4.53003], [-2.63858, 1.26246, 0.68488], [-1.98285, -2.00898, 2.37818], [2.99293, -3.03088, 4.17450], [2.34650, 2.68494, -1.44347], [-0.67408, -1.99211, 3.03717], [2.53189, -2.11862, 1.43396], [-4.54476, -1.36365, 5.42531], [-1.26119, 0.47694, -3.86856], [-2.35337, 2.00464, -1.25424], [3.23189, -1.30717, 5.58095], [-0.82618, 1.52136, -2.90543], [3.57726, 0.18240, -0.82619], [3.50139, 2.61540, -0.43771], [-2.72563, -3.43769, 0.71176], [3.25709, 0.89175, -2.83160], [-1.79012, -4.32354, -4.52383], [-1.82331, -1.60690, 5.16342], [-2.82951, 1.66818, 2.84867], [-0.16562, 3.42445, -2.69225], [-0.26323, 1.88645, -5.68319], [-1.21773, -0.53096, -3.39918], [-4.19086, -2.08702, 2.77798], [0.32337, -1.49110, 4.82076], [-2.05203, 1.42923, 2.10429], [-0.32851, 2.34522, 3.05914], [-1.74202, 0.51043, 2.45409], [3.05940, 2.73577, 0.52892], [-1.97647, -4.10118, -3.47477], [0.47520, 3.79435, -4.99422], [5.13280, 1.59678, -1.39863], [3.42947, 0.53494, 6.54070], [4.91817, 1.41240, 0.40682], [-0.52873, 2.06186, -0.35301], [1.29352, 2.36577, -4.29163], [-0.45347, 0.45882, -5.19447], [-2.50687, -3.73232, -0.82214], [-4.00817, -4.69457, -3.76633], [-4.54270, -4.38306, -1.25278], [-0.57285, 2.82925, -3.45954], [-1.03215, -3.70065, -2.59052], [3.87513, -1.81839, 6.23652], [0.32383, 0.97740, 1.20258], [0.33858, 2.73885, -4.63419], [2.39495, 1.86686, 4.81652], [1.70909, 3.54303, -1.06992], [-2.35217, 3.30346, -0.22538], [-1.53178, 3.23837, -3.73484], [1.63635, 1.50287, -1.66028], [2.67012, 0.49621, -2.00874], [2.05498, -1.18300, 3.53559], [4.45062, 1.40079, -0.56326], [-2.32865, 0.52891, -4.15067], [2.37143, 0.77919, 4.70739], [-3.44261, -4.20708, 1.36332], [-3.28745, -4.39266, -3.01854], [2.20000, -0.41336, -2.33289], [2.97987, 0.08298, 5.73139], [1.00903, 2.69193, 0.97956], [-1.29163, 2.19103, -5.93319], [0.36556, 1.83124, -6.53266], [-3.68344, 1.40163, 0.76367], [-0.03405, -0.46472, -1.22790], [4.13879, -0.68380, -1.15712]], "lowdin_spin": [0.04, 0.04, 4.61, 0.00, 0.00, 0.00, 0.00, 0.00, 0.04, 0.00, 0.00, 0.02, 0.00, 0.00, 0.04, 0.00, 0.00, 0.00, 0.00, 0.00, 0.00, 0.00, 0.00, 0.00, 0.00, 0.00, 0.00, 0.00, 0.01, 0.03, 0.00, 0.00, 0.00, 0.00, 0.00, 0.00, 0.00, 0.01, 0.00, 0.00, 0.00, 0.00, 0.00, 0.00, 0.00, 0.00, 0.00, 0.00, 0.00, 0.00, 0.00, 0.00, 0.00, 0.00, 0.00, 0.00, 0.00, 0.00, 0.00, 0.01, 0.00, 0.00, 0.00, 0.01, 0.00, 0.00, 0.00, 0.00, 0.00, 0.00, 0.00, 0.01, 0.00, 0.00, 0.00, 0.00, 0.00, 0.01, 0.00, 0.00, 0.00, 0.00, 0.00, 0.00, 0.00, 0.08, 0.00]}

=====

Record 2
{"formula": "CH2ClF2NS", "method": "wB97M-V/def2-TZVPD", "homo_lumo_gap_ev": 11.127, "lumo_energy_ev": 0.315, "species": ["N", "H", "F", "H", "Cl", "S", "C", "F"], "coordinates": [[-0.62057, 0.49903, 0.14500], [1.27578, 0.71363, 0.64572], [-1.12086, -1.96586, -0.60182], [1.20344, 0.06295, -0.94426], [0.59550, 2.34239, -0.97947], [-1.45156, -0.76650, 0.42460], [0.71835, 0.75743, -0.23504], [-0.60008, -1.64306, 1.54527]], "nbo_charge": [-0.83, 0.21, -0.50, 0.21, -0.02, 1.69, -0.23, -0.53]}

=====

Record 3
{"formula": "C4H4O2", "method": "wB97M-V/def2-TZVPD", "homo_lumo_gap_ev": 10.213, "lumo_energy_ev": 0.797, "smiles": "O=C(O)C1C=C1", "species": ["O", "H", "C", "H", "C", "O", "C", "H", "C", "H"], "coordinates": [[-2.34866, 0.44733, -0.41327], [1.98164, 1.50845, -0.51620], [0.03641, -0.29757, -0.60065], [2.31436, -1.51982, 0.06016], [-1.34997, 0.13818, 0.17388], [-1.18445, -0.01589, 1.47977], [1.17643, 0.66055, -0.22634], [0.09078, -0.29532, -1.70047], [1.45696, -0.67170, -0.00255], [-2.17351, 0.04578, 1.74566]], "nbo_charge": [-0.59, 0.25, -0.36, 0.26, 0.80, -0.66, -0.22, 0.21, -0.20, 0.50]}

=====

Record 4
{"formula": "C13H49B4F3N3O7PtSV", "method": "wB97M-V/def2-TZVPD", "multiplicity": 4, "charge": -1, "homo_lumo_gap_ev": [7.237, 7.031], "lumo_energy_ev": [1.763, 1.727], "species": ["O", "H", "C", "C", "H", "B", "O", "H", "H", "H", "C", "H", "F", "C", "H", "F", "H", "C", "H", "C", "H", "H", "H", "S", "B", "B", "H", "C", "H", "H", "H", "H", "H", "H", "H", "H", "C", "B", "H", "Pt", "O", "F", "C", "H", "C", "C", "H", "H", "H", "H", "H", "H", "O", "H", "O", "H", "H", "O", "N", "H", "O", "N", "H", "C", "N", "H", "V", "H", "H", "H", "H", "H", "C", "H", "H", "H", "H", "H", "H", "H", "H", "H"], "coordinates": [[32.85508, -0.68074, -15.93646], [31.90702, -9.15255, -17.93744], [32.88940, -7.63968, -15.52761], [31.30958, 1.45113, -15.99639], [28.67610, -0.58160, -10.99562], [31.68678, -1.09478, -18.89686], [34.92101, -2.22029, -16.14355], [33.05305, -8.39149, -18.94891], [31.50630, 0.06207, -19.19705], [32.82360, -1.10314, -18.47425], [31.71517, -4.29444, -12.83509], [33.38093, -6.09684, -18.36298], [30.83275, 2.29191, -15.07032], [31.51662, -9.46879, -14.88528], [35.24529, -3.14332, -18.19504], [30.39847, 1.30163, -16.95197], [34.92708, -3.93301, -19.95326], [29.03827, -1.77891, -12.73950], [31.42798, -4.97876, -12.03072], [28.10976, -1.22996, -11.67416], [33.69523, -8.36620, -15.34589], [31.56673, -4.63461, -15.93485], [29.60072, -0.90895, -13.07871], [31.67300, -0.19729, -15.22734], [34.47466, -3.27155, -19.07020], [28.47255, -3.17719, -17.36257], [28.35180, -6.48866, -17.19400], [30.03156, -2.78416, -12.18881], [27.61103, -1.98850, -11.06116], [29.66002, -6.19562, -15.22030], [32.06932, -4.83505, -13.70789], [34.31129, -2.18931, -19.50520], [26.40647, -4.56542, -11.26933], [33.65164, -9.35893, -17.59839], [30.94612, -1.49424, -18.05585], [33.20233, -6.71368, -15.04348], [32.75057, -7.41335, -17.03202], [32.20109, -3.64240, -16.20759], [32.34205, -9.98105, -14.37637], [29.81457, -3.16215, -15.40763], [31.89748, 0.08478, -13.83246], [32.41088, 1.97181, -16.53299], [26.97812, -6.22185, -14.01886], [31.70266, -3.10403, -17.13380], [32.88088, -8.65079, -17.90165], [27.63539, -6.77456, -16.42568], [32.51167, -3.62213, -12.50823], [31.74197, -6.98372, -17.13912], [25.93565, -6.48894, -14.25688], [27.61977, -2.98036, -18.17856], [33.49757, -3.67065, -18.55966], [32.21782, -2.87738, -15.28420], [26.94577, -5.14128, -13.11906], [31.36208, -9.86352, -15.89018], [30.56751, -3.54757, -13.23313], [27.21559, -4.85728, -15.57271], [27.45598, -7.13043, -13.61521], [30.48093, -1.01010, -15.45009], [29.10282, -5.39291, -14.91786], [27.32553, -0.57301, -12.05521], [31.68597, -8.07065, -14.90235], [28.25988, -2.34646, -13.88052], [33.47818, -5.57881, -16.88314], [27.68969, -5.79556, -15.28142], [33.73556, -6.38208, -17.45201], [31.60972, -1.81517, -19.85831], [33.79838, -2.06473, -17.25156], [27.19640, -6.18284, -11.36509], [28.03179, -3.39245, -16.27238], [25.46327, -5.88954, -11.87646], [29.17838, -2.21654, -17.24972], [33.30310, -3.91836, -16.47363], [26.48594, -5.49729, -11.83107], [27.54429, -2.96179, -13.49790], [29.17812, -4.10807, -17.69295], [29.57403, -3.43124, -11.41676], [30.63526, -9.67769, -14.27395], [26.63435, -6.72691, -16.86196], [30.80034, -2.24793, -11.61624], [27.78318, -1.53480, -14.26259], [29.11908, -5.52289, -13.90509], [27.78157, -7.82089, -16.13931]], "lowdin_spin": [0.01, 0.00, 0.00, 0.01, 0.00, 0.00, -0.17, 0.00, 0.00, 0.00, 0.00, 0.00, 0.00, 0.00, 0.00, 0.00, 0.00, 0.00, 0.00, 0.01, 0.00, 0.01, 0.00, 0.01, 0.03, 0.04, 0.00, 0.00, 0.00, 0.00, 0.00, 0.01, 0.00, 0.00, 0.00, 0.00, 0.00, 0.04, 0.00, 1.52, 0.00, 0.00, 0.00, 0.01, 0.00, 0.00, 0.00, 0.00, 0.00, 0.02, 0.01, 0.00, 0.00, 0.00, 0.04, 0.00, 0.00, 0.05, 0.08, 0.00, 0.00, 0.10, 0.00, 0.00, 0.00, 0.00, 1.11, 0.00, 0.01, 0.00, 0.02, 0.00, 0.00, 0.00, 0.00, 0.00, 0.00, 0.00, 0.00, 0.00, 0.00, 0.00]}

=====

Record 5
{"formula": "C13H15ClN2O3S", "method": "wB97M-V/def2-TZVPD", "homo_lumo_gap_ev": 7.605, "lumo_energy_ev": -1.017, "smiles": "CC(C)CC(=O)NC(=S)Nc1cc(C(=O)O)ccc1Cl", "species": ["H", "H", "C", "H", "C", "H", "C", "H", "N", "C", "C", "C", "H", "H", "C", "N", "H", "C", "C", "O", "H", "H", "C", "H", "H", "O", "Cl", "O", "H", "H", "C", "H", "S", "C", "C"], "coordinates": [[-0.57499, -0.23494, 1.72457], [1.16109, -0.42447, -1.42084], [-0.44939, -3.10022, -0.00079], [1.42970, 1.03071, 0.56266], [-1.87511, -3.13426, -0.30652], [0.64025, 2.36707, -2.07249], [1.71586, 1.22957, -0.61972], [2.41804, 0.53555, -2.34055], [-1.38205, 1.68101, 0.32504], [-2.62212, 1.51696, 0.91819], [-2.22783, -0.99253, 0.62290], [1.97411, 0.16263, -1.23335], [-2.24518, -3.90229, -0.92518], [2.71409, 3.01506, 0.37677], [0.53389, 2.16989, -1.02321], [-2.99660, 0.11841, 0.58529], [0.02652, -4.00560, 0.06647], [-0.83630, -1.18053, 1.07520], [-0.84684, 1.67261, -0.72406], [1.67635, -1.28311, 2.02478], [0.45454, 3.07702, -0.57612], [2.61002, -1.04154, 2.32234], [-2.68861, -2.07362, -0.29795], [-3.94634, -0.10104, 0.82343], [3.73898, 1.73818, -0.18231], [-1.33192, 0.69139, -1.54484], [-4.37328, -1.94327, -0.65993], [2.15298, -3.09033, 1.15393], [-1.16458, 2.73082, 0.70387], [2.73819, -0.50508, -0.89528], [1.31067, -2.01960, 1.08506], [3.14515, 2.66777, -1.56758], [-3.65955, 2.61130, 1.53624], [2.88452, 2.19738, -0.39361], [-0.10424, -2.18096, 0.87760]], "nbo_charge": [0.23, 0.25, -0.13, 0.17, -0.22, 0.24, -0.19, 0.18, -0.60, 0.23, 0.19, -0.62, 0.22, 0.21, -0.44, -0.59, 0.24, -0.18, 0.65, -0.67, 0.20, 0.54, -0.03, 0.42, 0.20, -0.68, 0.03, -0.63, 0.40, 0.24, 0.76, 0.17, 0.00, -0.55, -0.22]}

=====

Record 6
{"formula": "C4H9GaO3", "method": "wB97M-V/def2-TZVPD", "multiplicity": 2, "charge": 1, "homo_lumo_gap_ev": [8.432, 8.093], "lumo_energy_ev": [-4.837, -6.055], "species": ["H", "H", "O", "C", "H", "H", "H", "C", "O", "H", "C", "O", "Ga", "H", "C", "H", "H"], "coordinates": [[-0.25150, -2.57606, -1.27446], [0.12866, 1.04929, 1.48164], [2.17694, -0.07200, -0.37058], [-1.02235, -2.00890, -0.74068], [-2.21719, 0.38897, -0.37600], [-1.29501, -2.53971, 0.18345], [3.34632, 0.38088, 1.21416], [-0.56136, 1.35844, 0.66514], [0.14359, 1.88001, -0.40599], [-1.91486, -1.90548, -1.37668], [-1.36870, 0.12728, 0.27939], [-0.48000, -0.74017, -0.42737], [0.67928, 0.44317, -1.50080], [-1.26670, 2.08878, 1.10971], [2.80055, 0.72320, 0.31657], [-1.76262, -0.39331, 1.16747], [2.86496, 1.79560, 0.05501]], "nbo_charge": [0.22, 0.15, -0.63, -0.26, 0.20, 0.21, 0.18, -0.09, -0.89, 0.21, -0.11, -0.62, 1.42, 0.22, 0.39, 0.22, 0.18]}

=====

Calculated E in order - -116543.497; -31350.709; -8303.526; -83699.060; -46194.255; -62803.908 eV
Calculated max |F| in order - 0.067; 0.100; 0.110; 0.056; 0.380; 0.030 hartree/bohr